No. 1
Below is C24H27IInN9PS as an isolated structure, with properties calculated with the ωB97M-V functional and the def2-TZVPD basis.

* HOMO: -16.385 eV
* frontier orbital gap: 8.10 eV
* net charge: +3
* multiplicity: 1

```
64
Properties=species:S:1:pos:R:3:lowdin_charge:R:1
In -0.029 0.628 0.018 0.753
C 0.617 -0.261 5.534 0.002
N 0.294 -0.573 4.167 -0.105
C -0.150 -1.774 3.729 0.007
C -0.338 -1.661 2.380 -0.075
N -0.009 -0.401 2.000 -0.018
C 0.372 0.251 3.104 -0.421
P 0.917 1.999 3.240 1.232
C 2.138 1.918 1.869 -0.419
N 1.967 1.364 0.665 -0.033
C 3.142 1.490 -0.001 -0.081
C 4.039 2.126 0.811 0.007
N 3.398 2.384 1.975 -0.105
C 3.978 3.040 3.116 0.003
C -0.484 2.714 2.291 -0.420
N -0.972 2.279 1.125 -0.040
C -2.027 3.072 0.809 -0.075
C -2.182 4.000 1.803 0.010
N -1.213 3.763 2.719 -0.104
C -1.008 4.516 3.928 0.003
H 0.457 -1.144 6.148 0.113
H -0.017 0.541 5.912 0.105
H 1.662 0.038 5.628 0.104
H -0.301 -2.611 4.381 0.147
H -0.685 -2.400 1.686 0.109
H 3.276 1.105 -0.995 0.110
H 5.062 2.397 0.635 0.148
H 5.001 3.329 2.883 0.114
H 4.000 2.371 3.978 0.105
H 3.410 3.934 3.375 0.104
H -2.596 2.932 -0.092 0.123
H -2.906 4.785 1.909 0.149
H -1.741 5.318 3.978 0.114
H -0.009 4.953 3.943 0.104
H -1.134 3.884 4.808 0.105
I -4.765 -2.711 -2.116 1.002
C -2.728 -2.663 -1.582 -0.671
C -1.915 -3.792 -1.686 -0.074
C -0.575 -3.681 -1.349 -0.015
C -0.080 -2.461 -0.915 -0.138
N -0.866 -1.391 -0.805 -0.053
C -2.152 -1.481 -1.124 -0.208
H -2.324 -4.731 -2.031 0.124
H 0.085 -4.532 -1.430 0.134
H 0.964 -2.324 -0.651 0.130
H -2.744 -0.580 -1.007 0.109
N 1.537 0.222 -3.572 0.166
C 0.260 0.448 -3.295 -0.748
S -0.122 1.776 -2.203 0.727
N -0.757 -0.250 -3.755 0.089
C -0.842 -1.517 -4.375 -0.228
C 0.174 -2.469 -4.326 -0.044
C -0.052 -3.728 -4.859 -0.053
C -1.282 -4.048 -5.417 -0.038
C -2.299 -3.102 -5.447 -0.045
C -2.078 -1.839 -4.934 -0.027
H 2.214 0.904 -3.254 0.111
H 1.806 -0.335 -4.376 0.136
H -1.671 0.175 -3.608 0.144
H 1.120 -2.260 -3.851 0.102
H 0.736 -4.466 -4.831 0.123
H -1.453 -5.033 -5.823 0.124
H -3.264 -3.349 -5.860 0.124
H -2.856 -1.092 -4.978 0.123
```

---

No. 2
Below is C24H27LaNOSi as an isolated structure, with properties calculated with the ωB97M-V functional and the def2-TZVPD basis.

* HOMO (spin up / spin down): -7.267 / -7.742 eV
* frontier orbital gap (spin up / spin down): 4.41 / 4.90 eV
* net charge: +1
* multiplicity: 1

```
55
Properties=species:S:1:pos:R:3:lowdin_charge:R:1
C 1.166 2.622 1.538 -0.215
C 0.186 2.541 0.498 -0.254
C -1.075 2.189 1.089 -0.279
H 0.339 2.776 -0.550 0.102
C -0.873 2.018 2.513 -0.269
C 0.518 2.287 2.778 -0.261
H 0.947 2.413 3.779 0.112
H 2.174 2.990 1.442 0.106
H -2.035 2.155 0.579 0.092
H -1.651 1.819 3.255 0.108
La 0.315 0.139 1.392 1.705
C -1.361 -2.602 -3.648 -0.086
H -2.017 -2.468 -2.784 0.003
H -1.815 -2.167 -4.554 0.063
H -0.331 -2.115 -3.515 -0.022
Si -0.342 -1.009 -2.008 0.654
C 1.499 -0.602 -2.265 -0.351
C 2.233 0.610 -2.151 -0.111
H 1.770 1.489 -1.676 0.083
C 3.548 0.693 -2.614 -0.078
H 4.109 1.622 -2.549 0.107
C 4.177 -0.424 -3.186 -0.082
H 5.193 -0.366 -3.565 0.107
C 3.498 -1.633 -3.257 -0.076
H 3.954 -2.519 -3.690 0.107
C 2.187 -1.734 -2.753 -0.137
H 1.690 -2.709 -2.716 0.093
C -1.396 0.460 -2.558 -0.334
C -0.986 1.158 -3.714 -0.101
H -0.056 0.873 -4.211 0.105
C -1.761 2.194 -4.247 -0.077
H -1.421 2.695 -5.140 0.104
C -2.971 2.541 -3.663 -0.078
H -3.603 3.290 -4.120 0.106
C -3.357 1.905 -2.483 -0.085
H -4.281 2.207 -1.998 0.106
C -2.606 0.856 -1.954 -0.136
H -2.963 0.309 -1.078 0.087
H -0.705 -2.319 -1.175 0.003
H -1.167 -3.688 -3.767 0.066
O -1.579 -1.244 2.303 -0.252
C -1.856 -1.369 3.740 -0.121
C -0.526 -1.324 4.442 -0.231
C -0.256 -1.984 5.654 0.004
C 1.020 -1.905 6.190 -0.037
C 1.980 -1.131 5.554 -0.040
C 1.681 -0.537 4.332 -0.113
N 0.467 -0.724 3.734 -0.074
H -2.319 -1.578 1.752 0.120
H -2.525 -0.551 4.049 0.137
H -2.325 -2.334 3.955 0.135
H -1.071 -2.561 6.093 0.127
H 1.245 -2.422 7.136 0.131
H 2.971 -0.974 5.992 0.122
H 2.365 0.140 3.801 0.105
```

---

No. 3
Below is an isolated ion of composition C24H27N2OS and charge +1, with properties calculated with the ωB97M-V functional and the def2-TZVPD basis.

* HOMO: -10.974 eV
* frontier orbital gap: 8.58 eV
* structure (SMILES): CN(C)CCOc1ccc([NH2+][C@H]2c3ccccc3CSc3ccccc32)cc1
* net charge: +1
* multiplicity: 1

```
55
Properties=species:S:1:pos:R:3:lowdin_charge:R:1
C 5.249 0.741 2.411 -0.096
N 5.292 0.687 0.961 -0.322
C 6.103 1.770 0.432 -0.090
C 5.755 -0.609 0.481 -0.172
C 5.235 -0.912 -0.936 -0.142
O 4.210 -1.895 -0.967 -0.025
C 2.976 -1.611 -0.531 -0.253
C 2.585 -0.403 0.051 0.028
C 1.274 -0.221 0.449 0.004
C 0.348 -1.235 0.280 -0.228
N -1.045 -1.031 0.667 0.103
C -1.943 -0.653 -0.492 -0.176
C -3.384 -0.802 -0.050 -0.132
C -4.019 -1.979 -0.451 -0.027
C -5.316 -2.271 -0.081 -0.057
C -6.007 -1.378 0.719 -0.050
C -5.390 -0.213 1.129 -0.027
C -4.082 0.100 0.757 -0.203
C -3.600 1.445 1.226 -0.358
S -1.815 1.691 1.518 1.009
C -1.364 1.803 -0.216 -0.461
C -0.914 3.009 -0.721 -0.075
C -0.635 3.124 -2.073 -0.050
C -0.818 2.035 -2.907 -0.046
C -1.250 0.826 -2.390 -0.002
C -1.525 0.689 -1.036 -0.191
C 0.726 -2.446 -0.286 -0.012
C 2.028 -2.633 -0.688 0.027
H 6.237 0.598 2.871 0.092
H 4.865 1.714 2.714 0.085
H 4.574 -0.029 2.781 0.083
H 5.662 2.719 0.729 0.088
H 6.124 1.721 -0.655 0.082
H 7.138 1.733 0.801 0.092
H 6.853 -0.669 0.488 0.127
H 5.378 -1.388 1.148 0.129
H 4.882 0.007 -1.416 0.126
H 6.025 -1.351 -1.547 0.132
H 3.311 0.377 0.226 0.100
H 0.984 0.713 0.907 0.112
H -1.421 -1.879 1.103 0.189
H -1.136 -0.214 1.339 0.061
H -1.757 -1.394 -1.276 0.146
H -3.483 -2.678 -1.077 0.117
H -5.780 -3.185 -0.413 0.113
H -7.020 -1.586 1.024 0.115
H -5.933 0.482 1.750 0.121
H -4.066 1.686 2.182 0.085
H -3.889 2.212 0.503 0.108
H -0.789 3.849 -0.056 0.112
H -0.287 4.064 -2.470 0.115
H -0.615 2.122 -3.963 0.115
H -1.378 -0.022 -3.046 0.124
H 0.007 -3.244 -0.406 0.123
H 2.347 -3.564 -1.126 0.128
```

---

No. 4
Below is one molecule with the formula C24H27N3O3S, with properties calculated with the ωB97M-V functional and the def2-TZVPD basis.

* HOMO: -8.030 eV
* frontier orbital gap: 8.46 eV
* structure (SMILES): CCc1cc2cc(C)cc(C)c2nc1SCC(=O)N1CCN(C(=O)c2ccco2)CC1
* multiplicity: 1

```
58
Properties=species:S:1:pos:R:3:lowdin_charge:R:1
C -1.804 -2.650 3.730 -0.092
C -0.907 -2.400 2.516 -0.235
C -0.504 -0.960 2.444 -0.234
C 0.691 -0.507 2.936 0.041
C 1.022 0.865 2.895 -0.136
C 2.236 1.379 3.386 -0.004
C 2.496 2.723 3.332 -0.272
C 3.781 3.297 3.847 -0.053
C 1.529 3.590 2.787 0.000
C 0.330 3.144 2.295 -0.189
C -0.700 4.069 1.740 -0.034
C 0.064 1.751 2.336 -0.167
N -1.099 1.294 1.839 0.125
C -1.361 0.022 1.886 -0.500
S -2.903 -0.478 1.176 0.994
C -3.318 1.000 0.204 -0.343
C -2.274 1.402 -0.820 -0.517
O -1.877 2.551 -0.875 0.042
N -1.824 0.462 -1.679 -0.046
C -0.771 0.837 -2.605 -0.110
C 0.151 -0.344 -2.875 -0.117
N -0.603 -1.438 -3.454 -0.031
C -0.089 -2.524 -4.085 -0.393
O -0.818 -3.390 -4.548 0.061
C 1.369 -2.661 -4.219 -0.172
C 2.018 -3.610 -4.971 0.012
C 3.398 -3.401 -4.772 -0.046
C 3.494 -2.348 -3.912 -0.102
O 2.280 -1.894 -3.572 0.024
C -2.034 -1.398 -3.224 -0.111
C -2.315 -0.895 -1.814 -0.156
H -2.083 -3.700 3.781 0.072
H -2.710 -2.054 3.656 0.058
H -1.284 -2.381 4.647 0.078
H -0.014 -3.025 2.588 0.113
H -1.454 -2.675 1.611 0.084
H 1.399 -1.204 3.363 0.126
H 2.958 0.693 3.808 0.115
H 4.439 2.515 4.216 0.073
H 4.294 3.844 3.057 0.082
H 3.582 3.997 4.659 0.082
H 1.749 4.649 2.761 0.119
H -1.049 3.705 0.776 0.052
H -1.563 4.099 2.406 0.089
H -0.304 5.075 1.632 0.077
H -3.440 1.834 0.894 0.085
H -4.270 0.770 -0.277 0.086
H -0.211 1.659 -2.151 0.132
H -1.201 1.203 -3.544 0.137
H 0.936 -0.026 -3.564 0.130
H 0.627 -0.660 -1.937 0.137
H 1.545 -4.351 -5.580 0.120
H 4.205 -3.955 -5.205 0.103
H 4.339 -1.848 -3.482 0.124
H -2.414 -2.414 -3.355 0.127
H -2.523 -0.753 -3.963 0.137
H -3.390 -0.928 -1.623 0.116
H -1.821 -1.557 -1.093 0.106
```